P:
C15H24N2O4 | ωB97M-V/def2-TZVPD

```
45
Properties=species:S:1:pos:R:3:nbo_charge:R:1
O 7.2520 0.5341 -1.0702 -0.38
C -0.6874 -2.0865 -0.3147 0.06
C 3.4162 -0.8240 -1.0477 -0.27
H 5.2434 -0.2918 -2.0335 0.25
H 2.8967 -0.6281 2.2915 0.23
H -2.4361 2.2794 1.3090 0.21
H 1.1694 -2.5761 -1.2914 0.19
C -1.6232 2.4935 -0.6689 -0.40
C 2.7549 -0.9179 0.1791 0.34
O 1.4895 -1.3455 0.3408 -0.50
H -3.8959 0.1221 1.8152 0.21
H -0.8891 0.8027 -1.7829 0.16
H -4.3292 1.4972 -0.2076 0.20
H 5.2472 0.1931 2.2031 0.25
H 2.9249 -1.1068 -1.9642 0.22
H -0.0797 -3.2010 1.1467 0.47
C -1.0829 1.0614 -0.7252 -0.20
C -1.7947 2.9684 0.7674 -0.61
H -3.0667 0.1357 -1.8895 0.19
H -5.6272 0.3414 1.5519 0.21
C 3.4246 -0.5480 1.3547 -0.25
C 4.7174 -0.3693 -1.0943 -0.15
N -1.9778 0.1160 -0.0925 -0.48
H -3.3133 -1.2952 -0.8825 0.19
H -5.2800 0.1845 -0.9057 0.20
C -3.1735 -0.2100 -0.8535 -0.22
C -4.7237 -0.1127 1.1516 -0.61
C 0.7212 -1.7044 -0.7967 -0.10
H -0.5991 -0.6061 1.2645 0.21
C 5.3694 -0.0049 0.0772 -0.03
N 6.7214 0.4669 0.0204 0.53
C -1.3506 -0.9965 0.5725 -0.23
O -0.6414 -3.3155 0.3707 -0.71
H 0.6713 -0.8721 -1.5056 0.19
H -0.1318 1.0388 -0.1876 0.19
C 4.7199 -0.0955 1.3070 -0.16
H -2.2400 3.9600 0.7937 0.21
H -2.1175 -1.5081 1.1608 0.21
C -4.4381 0.4139 -0.2484 -0.40
H -0.9223 3.1459 -1.1947 0.20
O 7.2581 0.7728 1.0659 -0.38
H -0.8317 3.0101 1.2716 0.20
H -4.8611 -1.1919 1.1348 0.20
H -2.5778 2.5433 -1.1934 0.20
H -1.3056 -2.2731 -1.1991 0.18
```

Summary:
Structure (SMILES): CCCN(CCC)C[C@H](O)COc1ccc([N+](=O)[O-])cc1
Frontier orbital gap (eV): 8.08



Q:
C15H24N2O4 | ωB97M-V/def2-TZVPD

```
45
Properties=species:S:1:pos:R:3:nbo_charge:R:1
N 4.2309 -1.0686 -2.6706 0.52
O -0.1262 -2.9835 0.1834 -0.49
H -2.0511 2.7140 2.7184 0.21
C 0.6060 1.1298 0.0443 -0.43
C 0.8778 -2.5197 -0.5887 0.35
H -0.7086 3.7883 0.8677 0.20
H -0.8269 -1.3518 1.7913 0.21
O -3.2403 -1.1672 -0.4995 -0.71
O 5.3079 -1.1060 -2.1103 -0.38
H 0.6072 0.1536 -0.4411 0.20
H -2.2339 1.6763 -0.0931 0.17
C -0.0115 1.0186 1.4481 -0.21
H -2.0489 -3.3841 0.5149 0.19
H 2.2292 -2.9041 1.0181 0.23
H 0.0736 1.9903 1.9406 0.19
C -2.3915 1.4977 0.9807 -0.21
C 3.0938 -1.5810 -1.9665 0.03
H 2.6548 0.9532 0.7038 0.20
C 2.0407 1.6362 0.1206 -0.60
H 2.0790 2.6168 0.5899 0.20
H -3.8225 -1.5799 0.1500 0.46
H 0.5813 0.3082 2.0330 0.19
C -1.6662 -0.7943 1.3693 -0.23
C 1.8481 -1.5901 -2.5825 -0.16
H 2.4700 1.7168 -0.8754 0.21
O 4.0523 -0.6236 -3.7870 -0.39
C -2.4716 2.8428 1.7201 -0.41
H -3.3504 0.9848 1.0789 0.20
H 0.0128 1.8132 -0.5656 0.20
H -2.5623 -1.0427 1.9568 0.19
C -1.4718 -2.7807 -0.1930 -0.09
H -3.5223 3.1132 1.8406 0.20
H -2.2093 4.1360 0.0118 0.20
C 0.7437 -2.0555 -1.9005 -0.32
C -1.9063 -1.3008 -0.0757 0.04
C 3.2446 -2.0628 -0.6677 -0.17
C 2.1460 -2.5301 0.0105 -0.27
H -1.6721 -3.1491 -1.2055 0.19
H -0.2155 -2.0510 -2.3923 0.23
N -1.3956 0.6078 1.5529 -0.45
H -1.3318 -0.6940 -0.7797 0.19
H 1.7596 -1.2222 -3.5933 0.25
C -1.7690 3.9861 0.9956 -0.60
H -1.8769 4.9103 1.5596 0.21
H 4.2229 -2.0513 -0.2128 0.25
```

Summary:
Structure (SMILES): CCCN(CCC)C[C@H](O)COc1ccc([N+](=O)[O-])cc1
Frontier orbital gap (eV): 7.84



Energies relative to the most stable structure, in kJ/mol: P 0.0; Q 12.8.



P:
C8H8N4 | ωB97M-V/def2-TZVPD

```
20
Properties=species:S:1:pos:R:3:nbo_charge:R:1
C -0.8133 0.7697 0.7376 0.25
C 0.0947 2.0581 2.3720 0.07
H 1.2025 -0.1736 -0.6237 0.23
C 0.6562 -1.0915 -0.8777 -0.31
C 1.0725 -2.3287 -0.3239 0.06
C -0.1312 2.8120 0.1869 0.08
H -0.0809 3.6581 -0.5110 0.20
N -0.5782 1.6233 -0.2431 -0.46
N 0.4196 -3.4786 -0.6301 -0.44
H -1.2052 -0.2214 0.4732 0.19
H 1.7705 -2.4729 0.5113 0.21
C -0.5791 -3.3456 -1.5805 0.25
C -0.3272 -1.1363 -1.8318 0.05
H 0.4286 2.0644 3.4180 0.20
N -0.8963 -2.2755 -2.2166 -0.45
H -0.4876 -0.1548 -2.2973 0.22
H -1.1699 -4.2345 -1.8383 0.18
H 0.7008 4.0241 1.7966 0.23
N -0.4070 0.8606 2.0075 -0.45
C 0.3305 3.0431 1.4709 -0.32
```

Summary:
Structure (SMILES): c1cncnc1.c1cncnc1
Frontier orbital gap (eV): 9.96



Q:
C8H8N4 | ωB97M-V/def2-TZVPD

```
20
Properties=species:S:1:pos:R:3:nbo_charge:R:1
C -3.0768 13.7838 7.6767 -0.03
H -5.8752 19.3931 9.4780 0.21
N -0.9373 14.7671 7.9497 -0.38
H -5.9063 18.8019 11.9035 0.21
C -1.3718 12.4495 8.4218 -0.01
C -2.7247 18.4351 11.3749 -0.01
C -4.9283 19.1105 9.9565 -0.03
H -2.6059 15.9669 7.7310 0.22
N -3.7774 18.9664 9.2102 -0.37
H -1.7943 18.1886 11.9033 0.21
C -2.7621 18.4082 9.9299 -0.01
H -1.8459 18.0871 9.4171 0.20
C -4.9656 18.9198 11.3496 -0.03
N -2.6182 12.5281 8.0756 -0.38
N -3.8411 18.6683 12.0886 -0.37
H -1.1459 11.4224 8.7376 0.21
C -0.5380 13.5917 8.3205 0.01
C -2.2760 14.9198 7.7168 -0.03
H 0.5278 13.3916 8.4927 0.19
H -4.1046 13.8034 7.2910 0.21
```

Summary:
Structure (SMILES): c1cnccn1.c1cnccn1
Frontier orbital gap (eV): 9.86



Energies relative to the most stable structure, in kJ/mol: P 0.0; Q 64.0.



P:
C5H12OS | ωB97M-V/def2-TZVPD

```
19
Properties=species:S:1:pos:R:3:nbo_charge:R:1
H 1.0215 -2.8372 0.5958 0.21
C -1.3695 1.1009 -0.7146 -0.41
H 0.6457 1.8245 -1.1176 0.16
H -2.0458 -0.9923 -0.4915 0.22
H 0.6648 1.7045 1.0307 0.46
H 2.5288 -2.5618 1.5552 0.22
C 1.5186 -2.1606 1.2554 -0.73
C -1.0543 -0.3731 -0.1297 -0.44
H 0.9065 -2.2053 2.2003 0.22
C -0.2375 2.1792 -0.5173 -0.09
H 0.6394 -0.4325 -1.4568 0.21
S 1.8010 -0.5883 0.2966 0.15
H 0.0040 -1.9267 -0.7354 0.22
H -0.5346 3.1782 -0.7511 0.20
H -2.2748 1.5732 -0.3470 0.21
C 0.2433 -0.8922 -0.6647 -0.51
H -0.9970 -0.0503 0.9193 0.24
O 0.0249 2.3813 0.9599 -0.73
H -1.4849 1.0787 -1.8875 0.19
```

Summary:
Structure (SMILES): CSCCCCO
Frontier orbital gap (eV): 9.92



Q:
C5H12OS | ωB97M-V/def2-TZVPD

```
19
Properties=species:S:1:pos:R:3:nbo_charge:R:1
O -4.2906 0.4328 -0.8893 -0.94
C 1.3222 1.1295 -0.3399 -0.42
H -4.7750 0.2405 -0.0546 0.47
H -3.9085 1.3294 -0.7534 0.47
H 1.3903 2.2267 -0.2094 0.21
H 1.4195 -1.4235 2.0257 0.21
H 2.2288 0.8117 1.4791 0.21
H 2.3246 -1.4490 0.4842 0.20
C 0.1537 -1.7008 0.1850 -0.55
S -0.0043 -1.0569 -1.4791 0.21
C 1.3108 0.4482 0.9784 -0.40
H 2.1997 0.8058 -0.9320 0.21
H 0.0553 1.1954 -2.1419 0.23
H 0.4479 0.7296 1.6121 0.20
C 0.1074 0.7131 -1.1468 -0.53
H 0.2497 -2.8010 0.1083 0.23
H -0.7930 -1.4817 0.7154 0.20
H -0.8330 0.9453 -0.6108 0.20
C 1.3944 -1.0951 0.9688 -0.40
```

Summary:
Structure (SMILES): C1CCSCC1.O
Frontier orbital gap (eV): 8.98



Energies relative to the most stable structure, in kJ/mol: P 219.0; Q 0.0.



P:
C4H15NO4S | ωB97M-V/def2-TZVPD

```
25
Properties=species:S:1:pos:R:3:nbo_charge:R:1
H -1.3946 -1.2737 1.4262 0.18
H -0.3380 -0.4076 -1.1327 0.14
H -0.2006 1.3971 -3.0497 0.51
H 1.4099 0.7530 0.2405 0.23
H 0.4248 0.2595 -3.6933 0.43
H 1.1992 -2.5519 0.5363 0.51
O -1.3650 1.2928 -0.6437 -0.85
N 0.5862 -1.0446 0.9920 -0.69
O -0.4368 0.7414 -3.8378 -1.02
H -1.7060 1.3957 1.8201 0.22
S -0.9866 0.3719 3.7601 -0.80
H 0.3345 -3.6199 1.4818 0.47
H 0.7842 -1.1486 2.0054 0.38
H -2.1310 -0.5338 -0.6114 0.13
H 2.6504 -0.2649 0.9055 0.18
C -0.8620 0.7388 1.9633 -0.52
C -0.7741 -0.4460 1.0165 -0.09
C 1.7027 -0.2932 0.3139 -0.45
C -1.1086 -0.0495 -0.4512 -0.05
H -0.5291 3.3390 -1.9460 0.44
H 0.1131 1.2665 1.8350 0.17
O 1.0952 -3.5303 0.9077 -1.04
O 0.0597 2.5967 -2.1047 -1.15
H -0.5310 1.9375 -1.1615 0.49
H 2.0036 -0.9259 -0.5723 0.18
```

Summary:
Frontier orbital gap (eV): 5.84
Charge: -2



Q:
C4H15NO4S | ωB97M-V/def2-TZVPD

```
25
Properties=species:S:1:pos:R:3:nbo_charge:R:1
N -0.2599 -0.0626 0.1050 -0.70
H -0.4729 1.4907 -1.3620 0.15
O 0.9566 1.6241 3.0297 -1.05
H -2.8814 0.0965 -3.6748 0.17
O -2.2646 -1.1716 1.7564 -1.00
H 2.8717 -0.4137 2.4499 0.52
O 3.6299 -0.6927 3.0597 -1.02
C -0.3921 0.3982 -1.3049 -0.22
H 1.5060 2.2985 2.6088 0.44
O 1.8432 0.0956 1.2514 -0.96
C -1.6429 -0.1428 -1.9639 -0.41
H -2.5079 0.0911 -1.3385 0.17
H -1.6276 -1.3296 2.4627 0.45
H -1.6539 -0.9276 1.0167 0.51
H -0.2722 0.8126 0.6085 0.38
H -1.6732 1.3671 -3.4618 0.16
H 1.5853 -1.0226 -0.4557 0.13
H 1.1329 0.8447 2.3471 0.50
H -1.6187 -1.2435 -1.9466 0.19
S -0.6634 -0.4401 -4.6154 -0.75
H 0.7182 -1.5768 1.0691 0.09
H 0.4731 0.1480 -1.8950 0.21
C -1.8455 0.2881 -3.4333 -0.52
H 4.0180 0.1734 3.2401 0.44
C 1.0411 -0.7048 0.4468 0.13
```

Summary:
Frontier orbital gap (eV): 6.14
Charge: -2



Energies relative to the most stable structure, in kJ/mol: P 191.5; Q 0.0.



P:
C4H6N3 | ωB97M-V/def2-TZVPD

```
13
Properties=species:S:1:pos:R:3:nbo_charge:R:1
H -0.9332 1.1351 1.4665 0.31
C -1.3864 0.6376 0.5264 -0.71
C -0.4450 0.4195 -0.5664 0.31
H 0.1662 -0.9644 1.2751 0.24
C 1.2152 -0.7709 0.8678 -0.68
C 0.9360 -0.3761 -0.5466 0.09
N -0.0872 0.6612 -2.8541 0.36
H -1.6277 -0.3559 0.7654 0.27
H -2.2959 1.1080 0.0974 0.29
N -0.6139 0.8388 -1.8590 -0.02
H 1.6844 -1.7869 0.9856 0.29
H 1.9025 -0.0266 1.4644 0.30
N 1.4850 -0.5193 -1.6227 -0.04
```

Summary:
Frontier orbital gap (alpha / beta) (eV): 7.86 / 7.66
Charge: +1



Q:
C4H6N3 | ωB97M-V/def2-TZVPD

```
13
Properties=species:S:1:pos:R:3:nbo_charge:R:1
N 0.8330 -0.6583 -0.2027 -0.33
H -1.3458 1.8513 0.1976 0.26
C 0.0092 -1.5940 -0.4072 0.28
H -3.7678 -0.3057 -0.1833 0.40
N -1.7554 -0.1960 -0.1105 -0.03
C 0.4172 0.7275 -0.5734 -0.10
C 1.4398 0.4009 0.4876 -0.20
H 1.0171 0.9639 -1.5199 0.28
C -1.0370 0.8743 -0.2292 -0.04
H 2.4719 0.7982 0.4254 0.28
H -0.0221 -2.6373 -0.2224 0.22
H 1.0820 0.3245 1.5891 0.26
N -2.8474 -0.5573 0.2346 -0.29
```

Summary:
Frontier orbital gap (alpha / beta) (eV): 8.39 / 7.73
Charge: +1



R:
C4H6N3 | ωB97M-V/def2-TZVPD

```
13
Properties=species:S:1:pos:R:3:nbo_charge:R:1
H 1.3195 1.3635 -0.1759 0.26
N -1.1599 0.8970 -0.0943 -0.16
N -3.2664 0.0392 0.0468 -0.30
N -0.7210 -0.3606 -0.1222 -0.34
C 0.5483 -0.6172 -0.1065 0.29
H 0.7795 -1.6756 -0.1381 0.22
C -2.3929 1.1332 -0.0209 0.22
C -3.0285 -1.1147 0.0125 0.46
H -3.1537 -2.1668 0.0069 0.28
H 2.0634 0.2680 1.0052 0.28
H 2.4477 0.0681 -0.6855 0.27
C 1.6415 0.3411 -0.0040 -0.72
H -2.8149 2.1230 0.0097 0.25
```

Summary:
Structure (SMILES): C#[N+]/C=N\N=C/C
Frontier orbital gap (eV): 9.08
Charge: +1



Energies relative to the most stable structure, in kJ/mol: P 243.8; Q 419.8; R 0.0.



P:
HI3OP | ωB97M-V/def2-TZVPD

```
6
Properties=species:S:1:pos:R:3:nbo_charge:R:1
O -1.0138 0.8179 0.1676 -0.98
H -1.3231 -0.0201 0.0760 0.56
P -0.0486 1.5720 1.0984 1.19
I 3.2943 0.9106 1.2879 0.00
I -0.4648 3.8477 0.2338 0.11
I 5.4585 0.1233 0.0259 0.13
```

Summary:
Frontier orbital gap (eV): 5.55
Charge: +1



Q:
HI3OP | ωB97M-V/def2-TZVPD

```
6
Properties=species:S:1:pos:R:3:nbo_charge:R:1
I -1.5697 2.6157 -0.8103 0.11
I 3.5033 -1.7825 -0.7395 0.16
P -0.8673 0.8238 0.6850 1.09
I 1.9785 0.1133 0.2823 0.07
H -1.4558 -1.3422 0.4821 0.56
O -1.5889 -0.4281 0.1005 -1.00
```

Summary:
Frontier orbital gap (eV): 6.32
Charge: +1



Energies relative to the most stable structure, in kJ/mol: P 45.7; Q 0.0.